This record from the OMol25 dataset describes a molecular structure, C47H52F4N6O7PrSe. The level of theory is ωB97M-V/def2-TZVPD.

```
118
Properties=species:S:1:pos:R:3:forces:R:3
Pr 1.171917 -2.281334 1.088456 0.26 -1.87 1.04
C -0.186979 6.275382 -2.528792 -0.15 -0.18 -1.46
C 0.155582 5.352325 -3.779067 -0.95 -0.06 -0.11
C -1.084981 5.206821 -4.790759 1.93 -0.75 -0.06
C 1.291938 5.924323 -4.594709 1.94 0.49 0.72
C 0.487890 3.945143 -3.401603 -0.77 -0.62 2.36
C 0.335128 3.546251 -2.060203 0.01 -0.83 0.13
C 0.233640 2.187763 -1.707486 0.25 0.74 0.02
Se -0.246115 1.454036 0.108911 -0.25 0.35 -1.48
C -1.929076 0.550570 -0.213084 -0.82 -0.35 0.02
C -3.108364 1.172632 0.266457 1.31 1.06 -0.60
C -4.316671 0.559143 0.078824 -1.06 -0.90 0.06
C -4.297402 -0.729454 -0.494904 0.59 0.16 0.57
C -3.182499 -1.477649 -0.905262 -0.65 1.36 -1.01
C -1.960109 -0.761307 -0.778147 -1.51 0.81 1.13
O -0.772654 -1.390411 -0.971800 1.95 0.91 -0.59
C -3.501972 -2.795555 -1.702858 0.21 -0.64 1.10
C -4.001898 -3.852983 -0.669815 0.96 0.18 2.70
C -2.265841 -3.268295 -2.534315 -1.86 0.78 -0.99
C -4.760890 -2.634146 -2.629876 1.51 0.21 -2.15
C -5.711470 1.142893 0.490865 -0.31 -0.56 -0.27
C -5.570169 2.614244 0.855670 -1.30 0.46 0.88
C -6.253553 0.187495 1.623303 -0.32 0.01 -1.10
C -6.685654 1.069541 -0.759038 1.61 -0.65 0.43
C 0.584944 1.300847 -2.706147 -0.53 -0.92 -0.10
O 0.196512 -0.038002 -2.511530 0.28 0.00 1.18
C 1.026102 1.654882 -3.986430 -0.96 0.24 -0.04
C 0.760393 2.975097 -4.333200 0.86 0.49 -0.71
C 1.617040 0.704868 -4.998962 0.13 -0.54 -1.45
C 2.444412 1.526918 -6.040820 -0.26 1.25 0.09
C 0.554009 -0.119728 -5.776130 0.80 -0.06 0.45
C 2.507976 -0.318284 -4.328903 1.66 -1.49 0.58
H -0.604399 7.168124 -3.049140 0.13 -0.28 1.00
H 0.683235 6.561297 -1.908095 -0.20 -0.17 -0.60
H -0.911971 5.807832 -1.832303 0.09 0.44 -0.73
H -1.665675 6.108584 -4.849790 -0.06 0.54 -0.36
H -1.735185 4.400239 -4.479143 -0.22 -0.15 0.15
H -0.609009 4.886040 -5.783326 -1.07 0.74 1.17
H 0.985258 6.899249 -4.969175 0.11 -0.03 -0.53
H 1.674449 5.224178 -5.397849 -0.65 1.02 0.76
H 2.177819 6.145072 -3.911362 -0.93 -0.38 -0.81
H 0.293631 4.279131 -1.286532 -0.35 0.31 0.35
H -3.003130 2.201331 0.678729 -0.20 -1.00 -0.25
H -5.249888 -1.212586 -0.522082 -0.36 -0.33 -0.45
H -3.254262 -4.054219 0.211010 -1.00 0.19 -2.09
H -4.350168 -4.803328 -1.092741 0.26 0.29 -0.19
H -4.857998 -3.419278 -0.086935 0.40 -0.28 -0.74
H -1.435057 -3.726398 -2.052963 0.40 -0.22 0.87
H -1.921209 -2.423625 -3.139197 0.18 0.03 0.12
H -2.673556 -3.956713 -3.271278 0.17 -0.39 -0.01
H -5.689398 -2.618926 -2.086438 -0.27 0.05 0.17
H -4.790925 -3.462705 -3.407152 0.01 0.51 1.30
H -4.689778 -1.749254 -3.308520 -0.08 -0.22 0.78
H -5.082653 2.780177 1.826874 0.11 -0.16 -0.28
H -6.590317 3.123597 0.959550 1.34 -0.72 -0.33
H -4.990065 3.093898 0.074436 -0.07 0.42 -0.06
H -5.543429 0.239091 2.480597 -0.69 -0.41 -0.49
H -6.205725 -0.794816 1.039939 -0.30 0.88 1.75
H -7.339804 0.375301 1.958068 1.71 -0.08 -0.58
H -6.037412 1.297289 -1.645486 -1.13 0.21 0.48
H -7.534612 1.722281 -0.572271 0.09 0.22 -0.40
H -7.075668 0.048723 -0.887538 0.15 0.25 -0.02
H 0.853602 3.365192 -5.358655 0.16 -0.81 0.49
H 1.811635 2.166288 -6.732333 0.52 -0.84 0.87
H 3.009238 0.875497 -6.678670 0.19 -0.59 -0.32
H 3.194333 2.221583 -5.582852 -0.67 -0.58 -0.07
H -0.118494 0.554479 -6.281809 -0.18 -0.01 -0.66
H -0.019348 -0.645427 -5.030497 -0.38 -0.42 0.17
H 1.068353 -0.886941 -6.418212 -0.65 0.97 0.32
H 3.215807 0.159252 -3.659863 0.12 0.25 0.31
H 3.186731 -0.911949 -5.006368 -0.91 0.79 0.05
H 2.019113 -1.115178 -3.721057 -0.13 0.83 -0.49
N 3.836580 -2.713359 0.901014 -0.66 -2.41 -1.45
C 4.343133 -4.139117 0.995014 -0.70 0.68 1.25
C 3.786458 -5.179105 0.044138 -0.87 -0.04 0.05
C 2.268198 -5.468395 0.193123 -0.43 -0.72 -0.91
O 1.929213 -6.666416 0.318085 0.17 2.34 0.14
O 1.468431 -4.428141 0.084593 0.66 -0.50 0.60
H 4.266881 -2.327710 0.088710 0.16 0.67 -0.78
H 4.234506 -2.244437 1.658930 0.68 1.14 1.46
H 4.196781 -4.343727 2.066631 -0.31 -0.66 -0.34
H 5.400277 -4.182077 0.895828 1.15 0.33 -0.24
H 4.234422 -6.152298 0.246845 0.34 0.20 0.05
H 4.061650 -4.906466 -0.994943 -0.43 -0.06 0.40
N 0.886300 -4.587439 3.150736 0.45 0.82 -1.13
C -0.270439 -4.451949 3.996627 -1.72 -1.34 2.23
C -1.526862 -3.967808 3.288370 -0.88 -0.65 -0.68
C -1.174623 -2.945718 2.233280 -0.82 1.51 0.92
O -1.460966 -3.124448 1.035519 0.99 0.04 0.48
O -0.534405 -1.869185 2.656627 -0.47 -1.70 -0.97
H 0.905321 -5.368816 2.509750 -0.75 -0.22 -0.16
H 1.785482 -4.645869 3.583610 0.19 0.26 0.95
H -0.177632 -3.794649 4.882443 0.99 -0.24 -0.69
H -0.655545 -5.440262 4.429444 1.03 0.92 -0.26
H -2.299759 -3.580789 3.995284 0.87 0.00 -0.34
H -2.004797 -4.864441 2.840400 0.20 0.74 -0.30
O 1.404340 -0.877976 -0.711706 -1.81 1.08 -2.51
C 0.302844 -0.564909 -1.270698 1.94 -2.09 0.39
F 6.285578 2.403448 4.620018 -0.65 -0.34 -0.39
C 5.386495 1.831049 5.447281 -0.25 -1.02 2.53
C 5.470711 2.199554 6.817879 -1.68 -0.51 -0.70
F 6.338591 3.141277 7.290620 -0.86 -0.82 -0.97
C 4.421602 1.752694 7.691244 1.47 -0.89 -1.32
C 3.736328 0.550852 7.355314 0.79 1.70 -0.83
C 3.733407 0.091601 6.052764 0.85 0.29 0.34
F 3.115980 -1.113462 5.852288 0.17 0.75 -0.66
C 4.469116 0.775908 5.050629 1.10 1.46 0.97
C 4.259669 0.537379 3.651060 0.97 -0.68 -1.16
C 3.214458 -0.188187 3.204009 -2.64 -1.80 -2.62
N 2.380978 -0.797666 2.577985 1.71 1.44 1.76
C 5.219462 0.716634 2.582586 0.07 0.16 -0.11
N 5.897631 0.826009 1.642641 -0.54 -0.15 0.83
F 3.071787 -0.112080 8.288709 -0.45 -0.16 0.29
C 4.174502 2.445101 8.896459 0.44 0.71 1.45
C 5.170565 2.790722 9.819175 1.36 -0.08 1.88
N 5.898903 2.983488 10.720698 -0.80 -0.05 -1.51
C 2.941927 2.970556 9.229719 -4.70 1.32 1.25
N 1.881210 3.424240 9.563051 3.46 -1.43 -1.22
```
Positions in Å, forces in eV/Å.

Output
HOMO level (spin up / spin down) in eV: -3.43 / -3.43
Energy in Ha: -5995.3299
Multiplicity: 3
⟨S²⟩: 2.002
Net charge: -1

=====

This record from the OMol25 dataset describes a molecular structure, C5H4N. The level of theory is ωB97M-V/def2-TZVPD.

```
10
Properties=species:S:1:pos:R:3:forces:R:3
C -0.705454 0.499459 -1.600191 -0.20 0.02 0.70
C 0.250100 1.410349 -1.637581 0.55 0.72 -0.33
C -0.064873 -1.309571 0.048579 -2.49 3.64 -0.51
C -0.875579 -0.529458 -0.706191 0.75 -0.98 0.52
C 0.487426 -0.144585 0.769465 2.92 -1.18 -0.62
N -0.181316 0.916051 -0.119522 1.04 0.03 -0.12
H -0.029231 -2.312073 0.133361 0.62 -3.17 0.19
H 0.117028 0.069158 1.716660 -1.00 0.15 1.72
H 1.620525 -0.228284 0.938395 -1.30 0.70 -1.01
H -0.618626 1.628953 0.457024 -0.90 0.06 -0.55
```
Positions in Å, forces in eV/Å.

Output
ΔE to the lowest compared entry with this formula, charge and spin in kJ/mol: 571.3
HOMO level in eV: -15.25
Energy in Ha: -247.0443
Net charge: +1

=====

This record from the OMol25 dataset describes a molecular structure, C28H49As3N4O5PSc. The level of theory is ωB97M-V/def2-TZVPD.

```
91
Properties=species:S:1:pos:R:3:forces:R:3
Sc -0.272874 -0.020041 0.481715 -0.01 0.19 -0.16
C -0.801931 3.547733 -2.642373 0.04 0.06 -0.02
O 0.299554 2.944536 -3.319432 -0.18 -0.10 0.00
C 1.415558 2.610363 -2.636706 0.17 0.08 -0.03
C 2.627038 2.805437 -3.306503 -0.03 0.04 -0.05
C 3.833682 2.495572 -2.714447 0.03 -0.01 0.02
C 3.859227 1.972553 -1.429834 0.01 0.01 -0.04
C 2.666987 1.725209 -0.755545 -0.02 0.00 0.03
C 2.765256 1.085816 0.549469 0.03 0.05 -0.03
N 1.800382 0.501508 1.157688 0.16 -0.06 0.00
N 2.160820 -0.086657 2.369818 -0.09 0.01 0.04
C 1.135794 -0.695303 2.879970 -0.12 -0.03 0.12
O -0.053186 -0.669104 2.303474 -0.12 -0.02 -0.04
C 1.260868 -1.464678 4.127441 0.13 0.01 -0.02
C 0.122137 -1.760171 4.873047 0.01 -0.01 0.00
C 0.240207 -2.491912 6.043942 -0.03 0.00 0.01
C 1.486027 -2.940222 6.461816 0.00 -0.01 0.02
C 2.622549 -2.648937 5.716806 0.00 0.00 0.00
C 2.514254 -1.905135 4.554496 0.01 -0.01 0.01
C 1.446759 2.054334 -1.365513 0.17 -0.03 0.00
O 0.248581 1.792929 -0.705307 -0.24 -0.21 0.33
H -1.382454 4.041792 -3.415734 -0.01 0.02 0.00
H -1.417639 2.808837 -2.132393 -0.02 0.00 -0.03
H -0.449849 4.296893 -1.927979 0.01 0.00 0.00
H 2.580119 3.227477 -4.302329 0.01 -0.01 0.02
H 4.757040 2.673057 -3.249273 -0.02 -0.01 0.02
H 4.800584 1.736340 -0.949592 -0.02 0.00 -0.01
H 3.744231 1.064151 1.023878 0.03 0.01 0.01
H -0.842501 -1.400592 4.538366 0.01 0.00 0.00
H -0.640395 -2.711599 6.634183 0.02 0.00 -0.01
H 1.574336 -3.514510 7.375117 -0.01 0.01 -0.01
H 3.591472 -2.999353 6.047892 -0.02 0.01 -0.01
H 3.392979 -1.660336 3.971961 -0.02 0.00 0.01
C -3.975912 -1.255258 0.657812 0.04 -0.02 -0.01
As -2.330379 -1.825741 -0.212660 0.03 -0.01 -0.05
C -2.965438 -2.087851 -2.033094 -0.05 -0.03 0.04
C -2.186619 -3.603964 0.584690 0.01 -0.01 -0.08
C -1.024938 -4.528479 0.195748 -0.03 0.01 0.06
C -1.087193 -4.843227 -1.300157 0.00 -0.08 -0.07
C 0.342572 -3.962408 0.585810 0.03 -0.02 -0.03
As 1.128392 -2.405950 -0.311029 -0.03 0.22 -0.10
C 1.492979 -2.908172 -2.156431 0.02 -0.05 0.04
C 2.918457 -2.585098 0.425235 -0.05 -0.05 -0.02
C -1.218476 -5.871418 0.945976 0.04 0.04 -0.06
As -1.083404 -6.237057 2.903494 -0.01 0.00 0.01
C 0.809930 -5.864127 3.291826 -0.01 -0.01 -0.05
C -1.829583 -4.639463 3.774866 0.01 0.02 -0.01
H -4.763194 -1.986137 0.488796 -0.05 -0.04 0.00
H -4.269507 -0.295971 0.233055 -0.01 0.01 0.01
H -3.786516 -1.155785 1.727296 0.00 0.02 -0.01
H -3.588338 -2.978678 -2.081252 -0.02 -0.02 -0.01
H -2.138248 -2.189842 -2.730343 0.02 0.00 0.00
H -3.558377 -1.221573 -2.320643 0.00 0.04 0.00
H -3.132615 -4.104278 0.366451 -0.05 -0.03 -0.02
H -2.166726 -3.408616 1.654009 0.00 0.03 0.07
H -0.989930 -3.955598 -1.927508 0.01 0.01 0.06
H -2.037629 -5.319837 -1.550043 0.02 0.00 0.01
H -0.290954 -5.534374 -1.583801 -0.01 0.01 0.01
H 1.093953 -4.748196 0.483473 0.02 -0.05 -0.01
H 0.333579 -3.675311 1.638375 0.01 0.04 0.07
H 1.738479 -3.966813 -2.210924 0.01 -0.02 -0.02
H 2.353062 -2.327744 -2.487438 0.01 0.02 0.00
H 0.654391 -2.695295 -2.814242 -0.02 0.01 0.01
H 3.355738 -3.503282 0.037802 0.04 -0.04 0.00
H 2.867750 -2.633978 1.510520 0.00 0.02 0.02
H 3.536354 -1.739533 0.133744 0.01 0.03 -0.02
H -0.502945 -6.591702 0.534213 0.00 0.00 0.00
H -2.201709 -6.265161 0.673009 -0.02 -0.01 0.03
H 1.441090 -6.365042 2.556948 0.00 0.01 0.02
H 1.029424 -6.298777 4.266706 -0.01 0.00 -0.01
H 1.053287 -4.802671 3.327901 0.00 0.03 -0.01
H -2.893809 -4.549311 3.555360 0.01 0.01 0.00
H -1.305716 -3.717019 3.519096 -0.01 -0.03 0.01
H -1.722439 -4.797944 4.848713 0.00 -0.01 -0.02
N 0.011738 3.267255 1.634388 -0.13 0.01 -0.08
C -1.356415 3.514444 2.120421 -0.06 -0.01 0.07
P -2.371483 1.992054 2.090162 0.21 0.29 -0.34
O -2.512980 1.298124 3.399997 0.11 -0.07 0.14
O -1.888679 1.230403 0.857367 0.00 -0.18 0.15
C -4.119719 2.553550 1.771596 -0.10 -0.04 0.12
N -4.919624 1.914301 2.877851 -0.18 0.15 -0.15
H 0.103895 2.449874 0.056154 0.12 -0.07 -0.05
H 0.548403 2.765591 2.336503 0.02 -0.07 0.00
H 0.484543 4.157517 1.518387 0.04 0.06 0.01
H -1.833367 4.229415 1.446073 0.01 -0.01 -0.02
H -1.388892 3.938723 3.127133 -0.01 0.00 0.02
H -4.495049 2.223180 0.807271 0.02 -0.01 -0.01
H -4.232603 3.633156 1.839332 0.02 0.00 0.00
H -4.181961 1.475745 3.493309 0.17 -0.10 0.11
H -5.550539 1.192477 2.538439 -0.04 -0.04 -0.02
H -5.465522 2.585785 3.412637 -0.05 0.04 0.01
```
Positions in Å, forces in eV/Å.

Output
ΔE to the lowest compared entry with this formula, charge and spin in kJ/mol: 58.1
HOMO level in eV: -12.37
Energy in Ha: -9500.6590
Net charge: +2

=====

The highest energy belongs to which entry? C5H4N

=====

Repeat the second record exactly.
This record from the OMol25 dataset describes a molecular structure, C5H4N. The level of theory is ωB97M-V/def2-TZVPD.

```
10
Properties=species:S:1:pos:R:3:forces:R:3
C -0.705454 0.499459 -1.600191 -0.20 0.02 0.70
C 0.250100 1.410349 -1.637581 0.55 0.72 -0.33
C -0.064873 -1.309571 0.048579 -2.49 3.64 -0.51
C -0.875579 -0.529458 -0.706191 0.75 -0.98 0.52
C 0.487426 -0.144585 0.769465 2.92 -1.18 -0.62
N -0.181316 0.916051 -0.119522 1.04 0.03 -0.12
H -0.029231 -2.312073 0.133361 0.62 -3.17 0.19
H 0.117028 0.069158 1.716660 -1.00 0.15 1.72
H 1.620525 -0.228284 0.938395 -1.30 0.70 -1.01
H -0.618626 1.628953 0.457024 -0.90 0.06 -0.55
```
Positions in Å, forces in eV/Å.

Output
ΔE to the lowest compared entry with this formula, charge and spin in kJ/mol: 571.3
HOMO level in eV: -15.25
Energy in Ha: -247.0443
Net charge: +1